(1)
{"formula": "C20H31GeI2N2O5SSiV", "method": "ωB97M-V with the def2-TZVPD basis set", "elements": ["C", "H", "H", "H", "H", "C", "H", "H", "H", "S", "H", "Ge", "N", "H", "H", "H", "H", "C", "N", "C", "C", "H", "H", "H", "V", "H", "H", "C", "H", "O", "H", "H", "C", "O", "C", "C", "H", "C", "O", "H", "C", "H", "C", "O", "C", "H", "C", "H", "H", "C", "C", "H", "I", "C", "O", "Si", "C", "H", "H", "I", "C", "H", "H", "C"], "coordinates": [[1.753476, 1.219963, -2.026543], [3.750273, -1.225033, 3.427714], [5.042479, -2.979482, -1.789895], [-1.311009, -1.050062, 4.096674], [-4.220392, 0.526850, -3.138315], [1.748487, -1.771325, 2.872648], [3.771654, 0.785965, 1.938383], [0.372551, 1.311217, 3.332736], [2.556716, 2.110197, 0.137400], [-1.214689, -3.382780, -0.222662], [-1.701645, 2.927793, -1.775113], [-2.084634, 0.900812, 2.596865], [0.863764, 1.267141, -0.849640], [-4.012936, -0.660124, -1.830908], [1.125625, 1.076437, -2.905948], [0.113224, 1.926144, -1.014666], [-2.047178, 1.706231, 0.286629], [-2.025804, 0.679561, 0.691683], [0.750161, -0.424437, 1.183225], [2.883595, -0.983157, 2.822816], [2.911818, 0.131555, 1.995486], [-4.562287, 1.457343, 2.930936], [-2.365193, 2.674196, -3.384699], [-0.624271, 2.582384, -3.137763], [-0.657434, -0.645542, -0.399668], [-4.089167, 1.059082, -1.449655], [1.665506, -2.638202, 3.511662], [2.715103, 0.081379, -1.920176], [-3.008950, 0.255313, 0.452898], [0.892968, -1.305693, -2.397408], [-3.034991, -0.721166, 4.320719], [-0.217768, -2.031204, 2.043548], [2.120876, -1.214596, -2.158547], [-1.693534, -3.658126, 1.131572], [-1.590266, 2.333123, -2.688007], [-1.538469, -0.298109, -4.098610], [1.007349, 2.298582, 0.967346], [-2.238257, -0.802876, 3.576377], [0.209293, -2.926247, -0.198393], [4.438094, 1.259064, -1.475599], [1.811091, 0.385029, 1.196248], [-3.619753, 2.158104, 4.258600], [-3.723283, 0.332844, -2.179233], [-1.513731, -4.410909, -1.186827], [4.894175, -0.848060, -1.565154], [-0.766547, 2.102615, 4.428305], [-0.556151, 1.880947, 3.378540], [-3.641967, 2.943183, 2.665597], [2.297794, 2.173633, -2.118076], [0.687346, -1.433597, 2.042343], [3.051629, -2.298322, -2.124359], [-0.504746, -0.176117, -4.427917], [6.911072, -0.604095, -1.098304], [4.387326, -2.118213, -1.821310], [-1.902528, -2.029063, -0.674681], [-1.831800, 0.440193, -2.377830], [4.051128, 0.257748, -1.641045], [-2.470148, -1.626561, 2.898781], [-0.403678, 2.830198, 2.857556], [2.364624, -4.201426, -2.599036], [1.604685, 1.613432, 0.356626], [-2.216164, 0.169687, -4.824033], [-1.727641, -1.373489, -4.079936], [-3.636870, 1.980071, 3.180042]], "atomic_forces_ev_per_a": [[0.002, 0.086, 0.121], [-0.013, -0.004, -0.005], [0.000, 0.007, -0.003], [0.009, 0.013, 0.025], [-0.033, 0.013, 0.026], [-0.112, 0.306, -0.084], [0.036, -0.033, 0.044], [0.015, -0.040, -0.011], [0.013, -0.031, -0.005], [0.151, 1.307, -0.019], [-0.032, 0.003, 0.044], [0.131, -0.235, -0.013], [0.003, 0.007, -0.065], [0.037, -0.050, -0.007], [-0.040, -0.021, 0.022], [0.008, 0.017, 0.009], [0.015, -0.028, -0.041], [0.021, 0.136, -0.010], [0.119, -0.089, 0.502], [0.187, -0.022, 0.102], [-0.126, 0.071, -0.115], [-0.025, 0.011, -0.014], [0.013, 0.031, -0.017], [0.037, -0.017, -0.007], [0.627, 0.565, -1.298], [-0.007, 0.034, 0.011], [0.042, 0.008, 0.027], [-0.079, -0.063, -0.132], [0.008, -0.020, -0.062], [-0.175, -0.121, 0.072], [0.016, -0.056, 0.018], [0.024, -0.032, -0.099], [0.096, 0.263, 0.093], [-0.020, -0.146, 0.016], [-0.070, 0.066, -0.096], [0.007, -0.018, -0.094], [-0.024, -0.010, -0.056], [-0.053, -0.009, 0.092], [-0.220, -0.141, 0.219], [0.014, -0.006, -0.011], [-0.099, 0.032, 0.000], [-0.003, 0.009, 0.021], [-0.102, 0.054, -0.111], [0.061, -0.167, -0.044], [-0.292, -0.006, -0.085], [0.015, 0.018, 0.005], [0.054, 0.093, 0.045], [-0.017, 0.025, 0.003], [-0.003, -0.037, -0.041], [0.202, -0.666, 0.273], [0.197, 0.030, 0.029], [0.002, 0.044, 0.003], [0.179, 0.037, 0.047], [0.069, -0.066, 0.029], [-0.651, -0.999, 0.233], [-0.089, -0.054, 0.263], [0.059, -0.046, 0.083], [-0.004, 0.002, -0.041], [0.005, 0.018, 0.021], [-0.102, -0.054, -0.015], [0.011, -0.031, 0.100], [0.042, -0.029, -0.068], [-0.035, -0.015, 0.035], [-0.098, 0.052, 0.035]], "lowdin_spin": [0.001, 0.001, 0.000, 0.000, -0.002, -0.002, 0.000, 0.000, 0.000, 0.008, 0.000, -0.001, 0.000, 0.000, 0.000, 0.001, 0.004, -0.005, 0.002, 0.012, -0.002, 0.000, -0.003, 0.000, 2.014, 0.000, 0.000, 0.000, 0.004, 0.012, 0.000, 0.002, 0.002, -0.001, -0.012, -0.015, 0.001, 0.001, 0.007, 0.000, 0.011, 0.000, -0.006, 0.001, 0.001, 0.000, 0.001, 0.000, 0.000, 0.016, 0.001, 0.000, 0.000, 0.000, 0.001, -0.051, 0.000, 0.000, 0.000, 0.000, 0.001, -0.003, 0.000, -0.002], "de_lowest_kcal_mol": 0.00, "homo_energy_ev": [-1.62, -1.38], "e_lumo_ha": [0.131, 0.131], "energy_ev": -151581.7632, "multiplicity": 3, "orbital_gap_ev": [5.181, 4.938], "total_charge": -2, "s2": 2.0473}



(2)
{"formula": "C20H31HfO2", "method": "ωB97M-V with the def2-TZVPD basis set", "elements": ["H", "H", "H", "H", "H", "H", "H", "C", "C", "H", "H", "H", "H", "C", "H", "C", "C", "C", "H", "H", "H", "H", "C", "H", "H", "H", "H", "H", "C", "C", "C", "H", "H", "H", "H", "C", "C", "H", "C", "O", "C", "C", "C", "Hf", "O", "H", "H", "C", "C", "H", "C", "H", "H", "C"], "coordinates": [[0.836322, -3.231299, -5.607475], [1.886911, 0.378026, -3.386300], [-1.131870, -0.371548, -7.254827], [0.736209, 1.230975, 1.854577], [-0.896723, -1.057378, 2.104963], [3.776208, 0.008111, -1.024051], [0.477995, 0.371562, -7.016529], [-1.321401, 2.620032, -2.816821], [1.444125, -2.417820, -7.604969], [-1.759774, -0.447272, -4.323794], [1.225817, -3.417264, -7.969328], [0.738420, -0.619212, -4.362035], [1.221887, -2.805615, 0.078400], [-2.038520, 0.595660, -4.161191], [1.132112, -0.679515, -8.868230], [1.016419, 1.810657, -0.293820], [1.183288, -2.310565, -6.090495], [-1.278515, -0.923484, 1.091646], [-1.786260, 1.283318, 1.059020], [2.350049, 2.043881, -2.070815], [0.978799, 2.380159, -4.203911], [2.500777, -2.200054, -7.794556], [2.825865, 0.392243, -0.626229], [-2.872454, 0.601411, -3.451583], [-1.616885, -3.031256, 0.378636], [-0.217051, -1.820059, -8.922316], [-1.893495, 2.395599, -1.916367], [-1.975316, 3.209711, -3.473889], [1.164503, 0.986749, 0.884882], [-1.628787, -1.955875, 0.172646], [-0.064697, -0.598434, -7.084275], [0.625563, -3.063093, -1.547287], [0.141284, 1.604469, -5.533668], [0.354292, 2.675454, -0.388092], [2.636832, -0.650028, 1.367965], [2.233629, 0.053838, 0.637738], [0.890700, 0.305507, -3.811133], [-0.478064, 3.251376, -2.535000], [-1.706419, 0.334693, 0.525941], [-0.139776, 0.346556, -2.732430], [1.164631, -2.343596, -0.918668], [-2.231716, 0.078658, -0.778849], [0.332061, 1.548283, -4.464912], [0.184989, -0.426667, -0.747020], [0.121757, -1.345890, -5.849559], [2.194476, -2.323194, -1.287429], [2.099097, -1.962544, -5.565799], [2.075282, 1.458075, -1.193354], [0.533381, -1.365197, -8.267764], [-2.376829, 1.030335, -5.107507], [-2.173818, -1.342619, -1.003353], [-2.835389, 0.779774, -1.353292], [-2.645148, -1.862556, -1.842618], [-0.893369, 1.375624, -3.564074]], "atomic_forces_ev_per_a": [[0.264, 0.047, -0.268], [-0.001, 0.015, -0.013], [0.371, -0.206, 0.443], [-0.188, -0.488, -0.360], [-0.040, 0.026, -0.454], [-0.823, -0.122, 0.109], [-0.319, -0.548, 0.137], [-0.093, 0.078, 0.102], [0.094, 0.062, 0.305], [0.087, 0.174, -0.200], [0.044, -0.045, -0.019], [0.171, 0.436, 0.256], [0.002, -0.017, -0.089], [-0.488, 0.000, -0.010], [-0.150, -0.081, -0.087], [1.066, -0.030, 0.777], [-0.046, 0.205, 0.568], [-0.961, 0.412, -0.130], [0.399, -0.318, -0.308], [-0.268, -0.463, 0.093], [-0.325, 0.430, 0.154], [-0.244, -0.151, -0.071], [-0.643, 0.321, 0.206], [-0.005, 0.008, -0.278], [0.454, 0.550, -0.282], [0.079, 0.072, 0.290], [0.048, 0.025, -0.137], [0.182, -0.157, 0.054], [1.179, 0.575, -0.299], [-0.439, 0.484, -0.415], [-0.005, 0.753, -0.076], [-0.077, -0.003, 0.074], [0.015, -0.385, 0.153], [0.238, -0.496, 0.035], [-0.249, 0.168, -0.390], [-0.005, 1.242, 0.070], [0.256, -0.814, 0.129], [0.024, -0.100, -0.065], [-1.039, -0.658, -0.067], [0.491, 0.484, -0.353], [0.523, -1.260, -0.253], [-0.696, -0.831, 1.427], [0.161, 0.014, 0.123], [0.585, 0.914, -1.295], [-0.128, -0.516, -2.387], [-0.038, 0.079, 0.014], [-0.418, -0.165, -0.180], [-0.064, 0.006, 1.121], [0.179, -0.203, 0.301], [0.034, 0.010, 0.186], [-0.171, 0.282, 0.951], [0.617, -0.283, 0.060], [0.544, 0.204, 0.259], [-0.184, 0.260, 0.093]], "mulliken_charge": [0.337, 0.629, 0.294, 0.619, 0.504, 0.471, 0.136, -1.784, -0.489, 0.342, 0.269, -0.202, 0.386, -1.352, 0.268, -0.431, -0.422, -0.575, 0.535, 0.644, 0.360, 0.281, -0.675, 0.318, 0.496, 0.274, 0.334, 0.451, -0.574, -0.451, -0.217, 0.411, 0.290, 0.485, 0.503, -0.704, -0.115, 0.371, -0.588, -0.873, -1.732, -0.524, -0.635, 1.779, -0.297, 0.376, 0.203, -0.464, -0.647, 0.404, -0.744, 0.991, 0.485, 1.247], "de_lowest_kcal_mol": 0.00, "homo_energy_ev": -11.97, "e_lumo_ha": -0.099, "energy_ev": -26637.6242, "multiplicity": 1, "orbital_gap_ev": 9.277, "total_charge": 1}